Entry 1:
The following is a DFT calculation (ωB97M-V/def2-TZVPD) of a cluster of 14 separate species, C2H30NO15 in total in a non-equilibrium geometry.

Summary:
Net charge ... -1
ΔE to the lowest compared entry with this formula, charge and spin ... 1.789 eV
HOMO-LUMO gap ... 8.651 eV

```
48
C2H30NO15 ωB97M-V/def2-TZVPD
C 0.17582 0.16697 -1.19461
N 1.17180 0.73791 -0.32845
C 1.11189 2.05915 0.33226
O 2.12929 2.34806 1.00568
O 0.06926 2.70801 0.07879
H 0.28318 0.67479 -2.19060
H -0.78773 0.35826 -0.86478
H 0.36565 -0.83660 -1.07106
H 2.03189 0.24635 -0.20646
H -2.59264 0.55940 -2.96215
H -1.17879 0.24269 -3.25435
O -2.07221 -0.05724 -3.41839
H -3.13351 -1.59212 0.03675
H -2.90199 -1.76886 -1.42124
O -2.75628 -2.14256 -0.64865
H 4.53539 -0.34500 1.38064
H 3.28804 -1.30318 1.48107
O 4.12004 -1.18328 1.16963
H 0.24178 -2.10622 2.82846
H 0.14983 -3.63558 2.70458
O 0.13565 -2.91476 3.33987
H 4.15581 -0.51410 -0.76071
H 4.24872 -1.81441 -1.52478
O 3.86153 -1.00297 -1.44035
H 2.64484 0.45756 3.07579
H 2.92940 1.58375 1.98775
O 3.31925 0.94150 2.70415
H -1.04560 -1.50158 3.10606
H -0.51050 -0.56807 2.01787
O -1.26847 -0.61683 2.66170
H -3.13693 0.49166 0.79098
H -3.12689 -0.62528 1.68934
O -3.68673 -0.28066 1.03546
H 1.01713 -2.95638 0.10495
H -0.45344 -3.31050 0.10922
O 0.32414 -3.22910 0.57006
H -2.73315 2.75682 0.95961
H -1.51877 2.29746 0.49273
O -2.49067 2.01404 0.45581
H -0.61907 3.00853 -1.49038
H -1.58406 3.79995 -2.38292
O -1.25555 2.90499 -2.24111
H -2.83369 2.22778 -2.37304
H -3.46701 1.87163 -0.98952
O -3.64249 1.79819 -1.98851
H 1.09078 -2.62732 -2.85748
H 2.35527 -2.17545 -1.79390
O 1.50788 -2.71465 -1.92778
```

natural (NBO) atomic charge list, values in e, 2 entries: atom 1 (C): -0.399, atom 2 (N): -0.714

Entry 2:
The following is a DFT calculation (ωB97M-V/def2-TZVPD) of a cluster of 9 separate species, C22H39N5O4 in total in a non-equilibrium geometry.

Summary:
HOMO-LUMO gap ... 9.861 eV
SMILES ... CC(C)=O.CC(C)=O.CC(C)=O.CC(C)=O.CC#N.CC#N.CC#N.CC#N.CC#N

```
70
C22H39N5O4 ωB97M-V/def2-TZVPD
C -4.78536 -0.55121 -0.67802
C -5.22650 0.70045 -0.07461
N -5.50658 1.69981 0.40627
H -4.71671 -1.32499 0.08406
H -3.81272 -0.39479 -1.15153
H -5.46528 -0.88041 -1.46254
C 2.78533 1.33166 2.63958
C 3.27571 1.23035 4.01406
N 3.68092 1.15620 5.08793
H 1.73060 1.06724 2.69129
H 3.31643 0.66722 1.96450
H 2.82226 2.35666 2.27753
C -1.54111 4.15565 1.85433
C -0.60357 3.41121 2.70159
N 0.13270 2.88716 3.41124
H -2.43923 3.56195 1.67786
H -1.09810 4.37737 0.88669
H -1.86490 5.02580 2.42228
C -6.02684 4.04790 -1.90366
C -4.60162 3.83748 -1.72027
N -3.49172 3.63600 -1.53677
H -6.37980 3.78930 -2.89680
H -6.24511 5.10141 -1.71417
H -6.55553 3.49140 -1.12917
C 3.86998 -3.91313 3.14011
C 2.94470 -2.90582 2.62292
N 2.25260 -2.09005 2.21932
H 4.78419 -3.39709 3.42838
H 4.09250 -4.69165 2.41317
H 3.41500 -4.39997 4.00163
C 2.79881 -2.93473 -1.41952
C 3.68973 -4.07445 -0.96435
O 3.26721 -5.00726 -0.32984
C 5.15022 -3.93596 -1.29536
H 3.07995 -1.99797 -0.93272
H 1.78629 -3.18887 -1.10717
H 2.85681 -2.74947 -2.49201
H 5.50553 -2.97642 -0.90071
H 5.30653 -3.91993 -2.37547
H 5.82977 -4.66152 -0.85057
C 1.44712 2.82175 -2.66669
C 1.77679 3.51726 -1.35729
O 0.87994 3.98378 -0.68846
C 3.20342 3.52956 -0.89001
H 1.90228 1.83375 -2.70707
H 1.81395 3.46869 -3.46846
H 0.36690 2.77651 -2.76700
H 3.56649 2.49952 -0.88586
H 3.31165 3.99767 0.08478
H 3.85335 4.08536 -1.57127
C -1.80350 -3.17044 0.90655
C -1.75605 -3.70321 -0.49466
O -0.74382 -4.03349 -1.04734
C -3.06073 -3.79969 -1.25967
H -2.10320 -3.93361 1.62725
H -2.51144 -2.34365 0.97583
H -0.81045 -2.84025 1.21143
H -3.11937 -2.82580 -1.76058
H -3.96156 -3.88380 -0.65241
H -2.96529 -4.60700 -1.97821
C -1.61803 1.44977 -0.49633
C -0.96083 0.13630 -0.81349
O -1.46407 -0.66541 -1.56116
C 0.28574 -0.18804 -0.02689
H -1.31244 2.20890 -1.20837
H -1.46686 1.70677 0.54988
H -2.69165 1.27225 -0.56202
H 0.16852 -1.05736 0.61773
H 0.63953 0.64763 0.57637
H 1.12052 -0.42023 -0.69605
```

natural (NBO) atomic charge list, values in e, 2 entries: atom 1 (C): -0.743, atom 2 (C): 0.311

Entry 3:
The following is a DFT calculation (ωB97M-V/def2-TZVPD) of the molecule C14H11N3O5 in a non-equilibrium geometry.

Summary:
ΔE to the lowest compared entry with this formula, charge and spin ... 6.887 eV
HOMO-LUMO gap ... 8.083 eV
SMILES ... O=C(O)c1ccc(/N=N/C=C/Cc2ccc([N+](=O)[O-])o2)cc1

```
33
C14H11N3O5 ωB97M-V/def2-TZVPD
O 5.04728 -4.84258 -3.11350
O -4.58454 4.36946 4.91415
O -3.23616 5.74270 3.91985
N 0.24624 -0.33218 -0.49859
N -0.02246 -1.29555 -1.30819
O 5.76025 -4.28494 -1.03416
O -2.91460 4.17575 1.86649
C 4.84388 -4.31067 -2.01722
C -4.31983 2.60080 2.63088
C -3.51580 2.00948 1.58238
C -3.77792 3.83874 2.82041
C -2.75523 2.99866 1.05425
C -0.65857 0.70337 -0.73486
C -0.86457 1.75690 0.12563
C 1.51315 -2.46996 -2.61440
C 1.97971 -2.46117 -0.26372
C 2.72606 -3.16093 -2.88628
C 3.22921 -3.19070 -0.52604
C 1.14524 -2.03805 -1.31964
C 3.55063 -3.53575 -1.82961
N -3.91756 4.68260 4.00528
C -1.85708 2.91263 -0.07369
H 6.45738 -4.86209 -1.35190
H -4.86939 2.02530 3.38828
H -3.37553 0.99996 1.25424
H -1.22468 0.69762 -1.65326
H -0.33230 1.67842 1.06267
H 0.90294 -2.15971 -3.42633
H 1.75979 -2.17557 0.79656
H 2.90648 -3.57232 -3.89399
H 3.93163 -3.30993 0.28124
H -1.39646 3.87600 -0.12897
H -2.37722 2.93372 -1.02794
```

natural (NBO) atomic charge list, values in e, 2 entries: atom 1 (O): -0.601, atom 2 (O): -0.321

Entry 4:
The following is a DFT calculation (ωB97M-V/def2-TZVPD) of the molecule C5H10N2O3 in a non-equilibrium geometry.

Summary:
ΔE to the lowest compared entry with this formula, charge and spin ... 0.882 eV
HOMO-LUMO gap ... 10.121 eV
SMILES ... NC(=O)CC[C@H](N)C(=O)O

```
20
C5H10N2O3 ωB97M-V/def2-TZVPD
C -1.04098 0.16248 -0.20117
C -2.54287 0.07331 0.16432
C -0.13571 -0.94913 0.49650
C 1.22377 -0.99023 -0.31963
C 2.35336 -0.09458 0.19561
H -0.96018 2.16771 -0.32198
H -0.83471 1.60510 1.13992
H -1.07497 0.03521 -1.28180
H -0.59846 -1.93709 0.29117
H 0.04164 -0.79650 1.57134
H 1.63697 -1.98248 -0.24713
H 0.97314 -0.78472 -1.34554
H 3.11444 1.78196 -0.15369
H 1.57340 1.52684 -0.91147
H -2.45607 -1.68158 -0.55973
N -0.48478 1.45222 0.21841
N 2.40207 1.11697 -0.47676
O -3.10417 0.93836 0.82838
O 3.04108 -0.56067 1.07848
O -3.12696 -1.08317 -0.16523
```

natural (NBO) atomic charge list, values in e, 2 entries: atom 1 (C): -0.170, atom 2 (C): 0.764

Entry 5:
The following is a DFT calculation (ωB97M-V/def2-TZVPD) of the molecule C7H12S in a non-equilibrium geometry.

Summary:
ΔE to the lowest compared entry with this formula, charge and spin ... 2.896 eV
HOMO-LUMO gap ... 9.379 eV
SMILES ... C[C@@]12CC[C@@H](S)[C@@H]1C2

```
20
C7H12S ωB97M-V/def2-TZVPD
C -1.11836 -1.35292 -0.41545
C -0.11860 -1.13753 0.72371
C 0.87908 0.25773 -1.19594
C -0.20690 0.96863 -0.50829
C -1.74938 -0.06165 -0.80280
C 0.79057 0.14697 0.35710
C 1.76181 0.79711 1.32686
S -3.00198 0.59343 0.36100
H -0.59464 -1.81000 -1.21706
H -1.84502 -2.04353 0.05621
H -0.64603 -0.82852 1.59968
H 0.42115 -2.12266 0.80085
H 0.68486 -0.62873 -1.87059
H 1.62862 0.93821 -1.60321
H -0.23648 2.08557 -0.64991
H -2.08363 0.23717 -1.84476
H 1.86850 1.85728 1.14985
H 2.71326 0.32930 1.21963
H 1.31258 0.74460 2.33870
H -3.16344 -0.53756 1.05366
```

natural (NBO) atomic charge list, values in e, 2 entries: atom 1 (C): -0.457, atom 2 (C): -0.378

Entry 6:
The following is a DFT calculation (ωB97M-V/def2-TZVPD) of a structure of composition C5H10O3Ru in a non-equilibrium geometry.

Summary:
Net charge ... +1
ΔE to the lowest compared entry with this formula, charge and spin ... 2.926 eV
HOMO-LUMO gap (alpha / beta) ... 8.374 / 7.480 eV
2S+1 ... 6

```
19
C5H10O3Ru ωB97M-V/def2-TZVPD
O 1.58466 1.35613 -0.37690
C 2.46137 0.55001 0.34370
C 2.34107 -0.86559 0.12365
O 0.44147 -1.16478 0.57990
C -0.45064 -1.71576 -0.35226
C -1.83220 -1.12710 -0.13610
O -1.69280 0.29847 -0.09213
C -2.92470 1.00204 -0.01652
Ru 0.10528 0.81710 0.67359
H 3.50179 0.91318 0.39305
H 2.98298 -1.51946 0.72426
H 2.21152 -1.16272 -0.93001
H -0.51807 -2.81339 -0.26138
H -0.11635 -1.47338 -1.37762
H -2.27564 -1.47011 0.81213
H -2.50621 -1.39722 -0.96253
H -2.69509 2.06999 0.06088
H -3.51382 0.81716 -0.92505
H -3.49728 0.67159 0.86231
```

natural (NBO) atomic charge list, values in e, 2 entries: atom 1 (O): -0.663, atom 2 (C): 0.046

Calculated M, 308.3 437.6 301.3 146.1 128.2 219.2 g/mol (same order as the records).